(1)
Formula: BeH16O8
Source: the Open Molecules 2025 dataset
Level of theory: the ωB97M-V functional and the def2-TZVPD basis

XYZ file:
```
25
BeH16O8 | the Open Molecules 2025 dataset | the ωB97M-V functional and the def2-TZVPD basis
Be 0.0582 0.0874 -0.0390
O -1.3784 2.0393 3.1435
H -1.0400 2.4743 3.9261
H -2.1058 1.5046 3.4617
O 1.0702 4.0195 -0.7974
H 1.7270 4.5558 -1.2416
H 0.4072 4.6450 -0.5053
O 0.0942 -0.4556 -4.2671
H 0.9104 -0.6327 -4.7347
H -0.5754 -0.4395 -4.9508
O 1.8768 -1.3526 3.3319
H 1.3186 -1.7148 4.0201
H 2.7690 -1.5444 3.6208
O -3.1622 1.8080 -1.3538
H -4.0646 1.6785 -1.0619
H -3.2141 2.5293 -1.9810
O 0.2221 -3.7074 -1.1454
H 0.5847 -4.4237 -0.6241
H -0.0465 -4.1200 -1.9662
O -2.4681 -2.1462 2.1440
H -3.2647 -2.4759 1.7280
H -2.4517 -2.5713 3.0015
O 3.8539 0.0850 -1.2411
H 4.4461 0.8223 -1.0931
H 4.4333 -0.6650 -1.3750
```

Net charge   +2
HOMO level   -17.223 eV
E_tot   -625.3520 hartree
Orbital gap   3.21 eV
LUMO   -14.016 eV

natural (NBO) population analysis, charges in e, atoms 1 to 5: 1.531, -0.888, 0.495, 0.485, -0.920

***

(2)
Formula: Br2ClOPS2
Source: the Open Molecules 2025 dataset
Level of theory: the ωB97M-V functional and the def2-TZVPD basis

XYZ file:
```
7
Br2ClOPS2 | the Open Molecules 2025 dataset | the ωB97M-V functional and the def2-TZVPD basis
O 0.7524 1.9531 -0.0830
P 0.7103 0.5034 -0.1115
S 0.7394 -0.2536 -2.1123
S -0.7319 -0.2303 1.3407
Cl 3.3114 -0.8663 0.8356
Br -1.3779 -0.8007 -2.3352
Br -0.2764 -2.2773 1.3418
```

HOMO level (spin up / spin down)   -8.318 / -9.717 eV
E_tot   -6821.1176 hartree
Orbital gap (spin up / spin down)   7.08 / 5.17 eV
LUMO (spin up / spin down)   -1.241 / -4.547 eV
<S²>   2.0092
Spin multiplicity   3

natural (NBO) population analysis, charges in e, atoms 1 to 5: -1.014, 1.271, -0.133, -0.117, 0.031

***

(3)
Formula: Br2H2N2
Source: the Open Molecules 2025 dataset
Level of theory: the ωB97M-V functional and the def2-TZVPD basis

XYZ file:
```
6
Br2H2N2 | the Open Molecules 2025 dataset | the ωB97M-V functional and the def2-TZVPD basis
Br -0.9983 -1.5548 -1.2575
N -0.7845 0.1296 -0.4341
N 0.1557 0.3012 0.6910
Br 2.0870 0.3935 0.4457
H -0.4584 0.9057 -0.9947
H -0.0015 -0.1753 1.5497
```

HOMO level   -9.276 eV
E_tot   -5258.6266 hartree
Orbital gap   9.08 eV
LUMO   -0.198 eV
SMILES   BrNNBr

natural (NBO) population analysis, charges in e, atoms 1 to 5: 0.148, -0.497, -0.515, 0.100, 0.382

***

(4)
Formula: Br2H2N2O2S
Source: the Open Molecules 2025 dataset
Level of theory: the ωB97M-V functional and the def2-TZVPD basis

XYZ file:
```
9
Br2H2N2O2S | the Open Molecules 2025 dataset | the ωB97M-V functional and the def2-TZVPD basis
N 1.2358 0.8776 0.1643
N -2.3208 0.5802 -2.7697
O 0.7607 -0.7998 -1.7575
O 2.2274 1.1261 -2.2318
S 1.1798 0.5286 -1.4714
Br -1.0766 1.7677 -2.4569
Br -3.7634 0.5576 -1.6079
H 1.1288 1.7889 0.4374
H 1.1807 0.1541 0.9473
```

HOMO level (spin up / spin down)   -8.445 / -9.497 eV
E_tot   -5807.2179 hartree
Orbital gap (spin up / spin down)   6.89 / 8.32 eV
LUMO (spin up / spin down)   -1.559 / -1.178 eV

natural (NBO) population analysis, charges in e, atoms 1 to 5: -1.086, -0.613, -0.885, -0.875, 2.014

***

(5)
Formula: Br2H2N2O2S
Source: the Open Molecules 2025 dataset
Level of theory: the ωB97M-V functional and the def2-TZVPD basis

XYZ file:
```
9
Br2H2N2O2S | the Open Molecules 2025 dataset | the ωB97M-V functional and the def2-TZVPD basis
N 1.0477 0.3102 -0.3327
N -1.3205 0.9660 1.2965
O 1.2410 -1.9962 0.5941
O 0.1732 -1.6463 -1.6639
S 0.4839 -1.2387 -0.3212
Br -1.7305 -0.5991 0.4683
Br -1.4365 2.4298 0.1216
H 0.4220 0.9859 -0.7561
H 1.1197 0.7885 0.5934
```

HOMO level (spin up / spin down)   -9.035 / -9.036 eV
E_tot   -5807.2396 hartree
Orbital gap (spin up / spin down)   7.51 / 7.51 eV
LUMO (spin up / spin down)   -1.524 / -1.524 eV

natural (NBO) population analysis, charges in e, atoms 1 to 5: -1.041, -0.819, -0.846, -0.865, 2.134

***

(6)
Formula: Br2H42HfO21
Source: the Open Molecules 2025 dataset
Level of theory: the ωB97M-V functional and the def2-TZVPD basis

XYZ file:
```
66
Br2H42HfO21 | the Open Molecules 2025 dataset | the ωB97M-V functional and the def2-TZVPD basis
Hf -0.2929 -0.3176 0.0142
Br 0.2946 0.4035 -2.6543
Br -2.4931 -1.4144 -1.0486
O 0.3485 1.8457 0.1976
H 1.2155 2.2389 0.5216
H -0.1489 2.5684 -0.2661
O 2.4414 -2.2945 -2.6582
H 3.1253 -2.9757 -2.5774
H 2.0583 -2.5300 -3.5391
O -0.8951 -1.8985 1.4862
H -0.1699 -2.5249 1.6104
H -1.6523 -2.4605 1.1973
O -3.1148 1.6328 -3.5073
H -3.4252 2.4596 -3.8519
H -3.4148 0.8777 -4.0475
O -1.7395 1.2639 -0.8987
H -1.4202 1.3336 -1.8154
H -2.6979 1.3822 -0.7874
O 0.0124 4.5480 -0.8261
H 0.1361 5.2804 -0.2201
H -0.2830 5.0213 -1.6228
O -2.9214 2.9567 1.3217
H -2.6270 3.7093 1.8137
H -3.7367 3.2155 0.8686
O 0.1649 -2.7318 -3.7738
H -0.6006 -3.2525 -4.0981
H -0.0794 -1.8154 -4.0340
O -4.4115 -1.0202 1.6324
H -5.1110 -1.4326 2.1459
H -4.3549 -1.5683 0.8422
O 0.5761 -2.2784 -0.6657
H 1.2518 -2.1269 -1.3798
H -0.0674 -2.8566 -1.1746
O 2.0557 -0.2500 -0.3152
H 2.7162 -0.6879 0.2695
H 2.4689 -0.1873 -1.1985
O 0.9311 -0.1803 2.1554
H 1.0636 -0.9361 2.7494
H 1.6476 0.4908 2.4409
O 2.6337 3.2993 0.4637
H 2.7494 3.2328 -0.4771
H 2.4599 4.2640 0.5778
O -1.8244 0.5865 1.4972
H -2.1251 1.5409 1.5150
H -2.6033 0.0341 1.3940
O 0.8938 -1.6956 4.8439
H 1.7957 -1.7789 5.1872
H 0.3482 -1.9013 5.5879
O 1.2332 -3.2197 2.7380
H 0.9823 -2.9546 3.6582
H 1.4951 -4.1342 2.8293
O 2.5419 3.0963 -2.3495
H 3.0764 2.8765 -3.1243
H 1.7908 2.4915 -2.4224
O -0.2746 -4.8088 -1.7713
H -1.0413 -5.3502 -1.7313
H 0.2809 -5.3244 -2.3446
O 2.5426 1.7488 2.7299
H 2.8168 2.2262 1.9312
H 3.2751 1.6514 3.3504
O -4.2923 1.5937 -0.6343
H -4.7642 0.8363 -0.2044
H -4.5344 1.5943 -1.6047
O 4.1963 -1.0033 1.3802
H 4.5526 -1.8747 1.6602
H 4.9444 -0.5150 1.0135
```

Net charge   +2
HOMO level   -14.388 eV
E_tot   -6801.1465 hartree
Orbital gap   9.93 eV
LUMO   -4.459 eV

natural (NBO) population analysis, charges in e, atoms 1 to 5: 2.145, -0.571, -0.532, -1.004, 0.534

***

(7)
Formula: Br2H4P2Si
Source: the Open Molecules 2025 dataset
Level of theory: the ωB97M-V functional and the def2-TZVPD basis

XYZ file:
```
9
Br2H4P2Si | the Open Molecules 2025 dataset | the ωB97M-V functional and the def2-TZVPD basis
P -0.0881 -0.6944 1.9341
P 0.0139 -0.7867 -0.2704
Si -0.4238 1.2670 -1.8455
Br 0.2755 2.7596 -0.0978
Br 1.5838 1.0041 -2.9401
H -0.2871 0.6931 2.1678
H -1.4025 -0.8297 1.7863
H -0.7485 -1.9165 -0.6934
H 1.0768 -1.4966 -0.0409
```

HOMO level   -8.713 eV
E_tot   -6122.6314 hartree
Orbital gap   8.62 eV
LUMO   -0.095 eV
SMILES   P[PH2]=[Si](Br)Br

natural (NBO) population analysis, charges in e, atoms 1 to 5: 0.092, 0.106, 0.640, -0.464, -0.418

***

(8)
Formula: Br2H8O4Zn
Source: the Open Molecules 2025 dataset
Level of theory: the ωB97M-V functional and the def2-TZVPD basis

XYZ file:
```
15
Br2H8O4Zn | the Open Molecules 2025 dataset | the ωB97M-V functional and the def2-TZVPD basis
Zn 0.4360 -0.4357 0.0758
Br 0.3415 -2.0894 2.0022
Br 2.2707 -1.3106 -1.3978
O -1.3770 0.7268 0.8658
H -1.6283 1.6523 0.9207
H -1.9864 0.2518 1.4399
O -0.9994 -1.6864 -0.8283
H -1.6766 -2.1052 -0.2887
H -1.0688 -2.0396 -1.7189
O 1.5605 0.8494 1.2712
H 2.3158 0.7230 1.8512
H 1.5177 1.7856 1.0583
O 0.2395 1.0855 -1.4279
H 0.4565 0.7938 -2.3213
H -0.4017 1.7986 -1.5023
```

HOMO level   -8.149 eV
E_tot   -7233.2182 hartree
Orbital gap   7.48 eV
LUMO   -0.673 eV

natural (NBO) population analysis, charges in e, atoms 1 to 5: 1.586, -0.838, -0.836, -0.979, 0.487

***

(9)
Formula: Br2H8O4Zn
Source: the Open Molecules 2025 dataset
Level of theory: the ωB97M-V functional and the def2-TZVPD basis

XYZ file:
```
15
Br2H8O4Zn | the Open Molecules 2025 dataset | the ωB97M-V functional and the def2-TZVPD basis
Zn 0.4324 0.0805 -0.3699
Br 3.1004 -0.7370 -0.3649
Br 0.6504 1.6622 -2.4309
O 0.0505 -0.8472 1.4663
H 0.6444 -1.1371 2.1588
H -0.8230 -0.9315 1.8484
O 0.9140 1.7310 0.8158
H 0.6160 1.7117 1.7252
H 1.1234 2.6504 0.6513
O -1.5432 0.4580 -0.1661
H -1.9051 1.3438 -0.1935
H -2.1976 -0.0823 -0.6089
O -0.2380 -1.6876 -1.2641
H 0.2936 -2.1654 -1.9008
H -1.1182 -2.0494 -1.3668
```

HOMO level   -7.674 eV
E_tot   -7233.1928 hartree
Orbital gap   6.73 eV
LUMO   -0.943 eV

natural (NBO) population analysis, charges in e, atoms 1 to 5: 1.591, -0.851, -0.842, -0.987, 0.517

***

(10)
Formula: Br2HNS
Source: the Open Molecules 2025 dataset
Level of theory: the ωB97M-V functional and the def2-TZVPD basis

XYZ file:
```
5
Br2HNS | the Open Molecules 2025 dataset | the ωB97M-V functional and the def2-TZVPD basis
N -0.4894 1.4347 2.2605
S 0.0374 2.5795 1.3362
Br -0.8390 1.7703 -0.4730
Br -4.5587 -0.9624 -0.7517
H 0.0358 1.2066 3.0730
```

HOMO level (spin up / spin down)   -10.158 / -8.654 eV
E_tot   -5601.4651 hartree
Orbital gap (spin up / spin down)   9.12 / 5.08 eV
LUMO (spin up / spin down)   -1.043 / -3.577 eV

Okay, here come the natural (NBO) numbers, in e, for every atom: -0.881, 0.610, -0.097, -0.001, 0.369

***

(11)
Formula: Br2N2O6Pb
Source: the Open Molecules 2025 dataset
Level of theory: the ωB97M-V functional and the def2-TZVPD basis

XYZ file:
```
11
Br2N2O6Pb | the Open Molecules 2025 dataset | the ωB97M-V functional and the def2-TZVPD basis
Pb 1.3794 -1.4661 -0.5600
Br -0.9181 -3.2558 -0.0657
Br 3.3169 0.4478 -1.5801
N -1.1861 0.7393 -1.1458
O -0.3504 1.6599 -1.3875
O -2.4073 0.8181 -1.5630
O -0.7126 -0.4152 -1.0647
N 0.2277 0.3699 1.9085
O 0.3322 1.5904 1.6981
O 1.2737 -0.3844 1.7265
O -0.9555 -0.1040 2.0339
```

Net charge   -2
HOMO level   -2.042 eV
E_tot   -5901.7306 hartree
Orbital gap   7.33 eV
LUMO   5.284 eV

natural (NBO) population analysis, charges in e, atoms 1 to 5: 1.358, -0.791, -0.794, 0.705, -0.474

***

(12)
Formula: Br2O3PS
Source: the Open Molecules 2025 dataset
Level of theory: the ωB97M-V functional and the def2-TZVPD basis

XYZ file:
```
7
Br2O3PS | the Open Molecules 2025 dataset | the ωB97M-V functional and the def2-TZVPD basis
O 1.0462 0.9572 0.5424
O 1.2234 -1.2389 -0.4150
O 0.0066 0.5784 -1.6354
P -3.5019 0.6152 0.8639
S 0.5872 0.0019 -0.4211
Br -4.5804 -0.1291 -0.9360
Br -1.4890 -0.7223 0.7431
```

Net charge   -1
HOMO level   -3.464 eV
E_tot   -6113.3582 hartree
Orbital gap   6.55 eV
LUMO   3.082 eV

natural (NBO) population analysis, charges in e, atoms 1 to 5: -0.933, -0.922, -0.910, -0.093, 2.388